# 1
The following is a DFT calculation (ωB97M-V/def2-TZVPD) of a 2-piece molecular cluster, C4H11NO overall.

Calculated values
- structure (SMILES) = C=CO.CNC
- frontier orbital gap (eV) = 9.958
- total charge = 0

Each line ends with the Mulliken charge.
CARTESIAN COORDINATES (ANGSTROEM)
C  2.166  1.808  0.901  -0.668
C  3.495  2.056  0.897  0.141
O  4.523  1.369  0.203  -0.473
H  1.630  2.118  1.824  0.163
H  1.515  1.416  0.084  0.282
H  3.742  2.560  1.837  0.241
H  4.122  0.675  -0.310  0.310
C  -2.058  -0.299  -1.339  -0.693
N  -1.947  -0.712  0.073  -0.372
C  -2.077  -2.265  0.083  -0.818
H  -2.514  0.751  -1.356  0.315
H  -1.030  -0.044  -1.675  0.203
H  -2.383  -1.125  -2.122  0.221
H  -2.779  -0.219  0.568  0.266
H  -2.887  -2.596  -0.539  0.337
H  -2.360  -2.669  1.118  0.286
H  -1.158  -2.823  -0.247  0.259

=====

# 2
The following is a DFT calculation (ωB97M-V/def2-TZVPD) of C4H3LiNaO2 as an isolated structure.

Calculated values
- frontier orbital gap (spin up / spin down) (eV) = 3.914 / 9.504
- spin multiplicity = 2
- total charge = 0

Each line ends with the Löwdin spin population.
CARTESIAN COORDINATES (ANGSTROEM)
Na  -1.769  1.425  -1.212  0.438
O  0.347  0.448  -1.474  0.096
C  1.094  0.039  -0.395  0.012
H  1.540  -0.966  -0.554  0.002
H  1.950  0.679  -0.097  0.002
C  -0.234  -0.688  1.918  0.003
C  0.183  -0.070  0.785  0.006
C  -1.199  -0.341  0.899  0.009
O  -2.356  -0.032  0.608  0.021
Li  0.312  0.876  -3.167  0.411
H  0.131  -1.370  2.688  0.000

=====

# 3
The following is a DFT calculation (ωB97M-V/def2-TZVPD) of one molecule with the formula C3H5NS.

Calculated values
- frontier orbital gap (spin up / spin down) (eV) = 6.567 / 6.569
- total charge = 0

Each line ends with the Mulliken charge.
CARTESIAN COORDINATES (ANGSTROEM)
C  -0.699  0.432  0.063  0.161
C  -0.403  1.731  -0.025  -0.768
C  1.075  -1.303  -0.269  -0.211
N  0.176  -0.667  0.429  -0.155
S  -2.185  -0.400  -0.090  -0.402
H  0.596  2.100  0.121  0.267
H  -1.170  2.431  -0.285  0.259
H  1.381  -2.294  0.013  0.254
H  1.460  -0.860  -1.172  0.283
H  -0.232  -1.171  1.215  0.312

=====

# 4
The following is a DFT calculation (ωB97M-V/def2-TZVPD) of one molecule with the formula C4H4N2O2.

Calculated values
- structure (SMILES) = O=C(O)n1ccnc1
- frontier orbital gap (eV) = 9.812
- total charge = 0

Each line ends with the Mulliken charge.
CARTESIAN COORDINATES (ANGSTROEM)
O  2.172  -1.407  -0.096  -0.557
C  1.656  -0.295  -0.117  0.816
O  2.354  0.780  0.013  -0.530
N  0.282  -0.158  -0.112  0.028
C  -0.714  0.995  -0.170  -0.252
C  -1.865  0.301  -0.032  -0.453
N  -1.670  -1.090  0.068  -0.507
C  -0.494  -1.273  -0.079  -0.081
H  1.858  1.697  0.572  0.393
H  -0.627  2.111  -0.131  0.288
H  -2.853  0.573  -0.126  0.484
H  -0.099  -2.234  0.211  0.372

=====

# 5
The following is a DFT calculation (ωB97M-V/def2-TZVPD) of a 2-piece molecular cluster, C5H11O2 overall.

Calculated values
- frontier orbital gap (eV) = 7.129
- total charge = -1

Each line ends with the Mulliken charge.
CARTESIAN COORDINATES (ANGSTROEM)
C  -1.143  0.331  -0.300  -0.341
O  -1.810  -0.669  0.343  -0.884
C  -0.266  -0.340  -1.456  -0.495
C  1.082  0.274  -1.755  -0.584
C  1.752  1.126  -0.682  -0.131
C  2.266  0.559  0.381  -0.620
H  -0.626  0.859  0.484  0.258
H  -1.767  1.170  -0.705  0.209
H  -0.275  -1.392  -1.189  0.245
H  -1.010  -0.279  -2.319  0.231
H  0.847  0.876  -2.626  0.295
H  1.783  -0.537  -2.181  0.252
H  1.501  2.187  -0.793  0.266
H  2.365  -0.514  0.530  0.220
H  2.541  1.058  1.287  0.267
H  -0.441  -1.024  2.704  0.243
H  -1.623  -0.658  1.813  0.380
O  -1.370  -1.011  2.890  -0.809

=====

# 6
The following is a DFT calculation (ωB97M-V/def2-TZVPD) of a 3-piece molecular cluster, C5H15NO2 overall.

Calculated values
- structure (SMILES) = CC/C=C(/C)N.O.O
- frontier orbital gap (eV) = 7.608
- total charge = 0

Each line ends with the Mulliken charge.
CARTESIAN COORDINATES (ANGSTROEM)
C  0.670  -1.288  -2.058  -1.059
C  -0.499  -1.254  -1.044  -0.519
C  -1.098  0.103  -0.797  -0.453
C  -0.474  1.092  -0.147  0.990
C  -1.152  2.397  0.164  -1.533
N  0.845  1.046  0.260  -0.419
H  0.501  -0.586  -2.877  0.345
H  0.849  -2.306  -2.408  0.339
H  1.585  -0.945  -1.591  0.259
H  -1.205  -1.992  -1.430  0.378
H  -0.209  -1.604  -0.052  0.093
H  -1.968  0.384  -1.377  0.308
H  -1.242  3.019  -0.726  0.317
H  -0.637  2.988  0.928  0.422
H  -2.157  2.262  0.563  0.302
H  1.225  1.758  0.859  0.211
H  1.359  0.182  0.168  0.062
O  2.318  -1.930  0.517  -0.598
H  3.185  -1.945  0.936  0.286
H  1.629  -2.065  1.174  0.303
O  -1.299  -0.028  2.703  -0.622
H  -1.756  0.751  3.040  0.297
H  -0.469  -0.041  3.196  0.292

=====

Which largest force on an atom belongs to each record? In order, 0.0532 0.0616 0.0459 0.1458 0.0550 0.0161 Eh/bohr.